# 1
The following is a quantum chemistry calculation of a cluster of 4 separate species, C24H72N12O4P4 in total, from OMol25.

- energy above the lowest of the compared OMol25 structures with the same formula, charge and spin (kJ/mol) = 194.8
- strongest force on any atom (eV/Å) = 2.1
- E (eV) = -89286.48992
- SMILES = CN(C)P(=O)(N(C)C)N(C)C.CN(C)P(=O)(N(C)C)N(C)C.CN(C)P(=O)(N(C)C)N(C)C.CN(C)P(=O)(N(C)C)N(C)C

```
! wB97M-V def2-TZVPD RIJCOSX def2/J DEFGRID3
* xyz 0 1
C -3.55806 -1.11822 2.38197
N -3.02694 -0.01220 1.58831
C -3.22327 -0.15997 0.13166
P -2.60541 1.34158 2.47399
O -2.22745 0.97491 3.84776
N -1.39382 2.06898 1.52826
C -1.11079 3.47703 1.79920
C -0.16543 1.28997 1.34285
N -3.94706 2.38319 2.46983
C -4.39680 2.93384 3.75112
C -4.39682 3.11052 1.29698
H -3.83492 -0.77389 3.37494
H -2.94194 -2.01732 2.35804
H -4.53768 -1.44923 2.00495
H -2.52520 0.52813 -0.33736
H -4.26989 0.06995 -0.09325
H -3.07168 -1.22876 -0.00510
H -0.41007 3.82492 1.04312
H -2.03472 4.05447 1.80744
H -0.69661 3.69556 2.79288
H 0.64650 1.66221 0.71884
H 0.19635 1.21779 2.37809
H -0.21190 0.24538 1.02471
H -3.66982 3.64594 4.15665
H -5.35073 3.44283 3.63012
H -4.49035 2.10653 4.45297
H -5.43647 3.41064 1.41660
H -4.26357 2.48826 0.40924
H -3.80275 4.01324 1.10230
C 5.84085 2.30492 0.85801
N 4.49876 2.86893 0.83971
C 3.44456 2.18318 1.52035
P 4.00507 4.04311 -0.28580
O 2.74271 4.69685 0.17327
N 5.34418 5.00600 -0.49668
C 5.92887 5.66263 0.65636
C 5.52688 5.62644 -1.80041
N 3.75902 3.22075 -1.72743
C 4.56681 2.05150 -2.06988
C 2.65646 3.53860 -2.59324
H 5.82517 1.21230 0.80306
H 6.34652 2.46209 1.81878
H 6.39678 2.76863 0.04940
H 3.83718 1.56391 2.33496
H 2.94011 1.46543 0.85314
H 2.65950 2.75537 2.01451
H 5.42714 6.62686 0.82726
H 5.90195 5.16346 1.62008
H 6.95105 5.96675 0.41519
H 4.72329 6.32547 -2.06181
H 6.41708 6.25469 -1.73356
H 5.61098 4.84104 -2.54760
H 4.25074 1.58144 -2.99982
H 5.60942 2.33179 -2.24646
H 4.47133 1.33029 -1.25856
H 1.94608 2.69939 -2.58648
H 2.94399 3.61488 -3.65120
H 2.15317 4.46667 -2.33637
C -6.50185 -2.62269 -0.75438
N -6.83628 -1.78908 -1.91705
C -8.19689 -1.26979 -2.00733
P -5.74830 -1.84804 -3.21648
O -4.36846 -2.16433 -2.72328
N -6.29944 -3.00574 -4.29721
C -7.73839 -3.16577 -4.51810
C -5.53253 -4.22218 -4.52706
N -6.04001 -0.34294 -3.96232
C -5.60535 0.86909 -3.25963
C -6.29852 -0.20681 -5.37888
H -6.25799 -3.64193 -1.06621
H -7.30138 -2.71992 -0.02294
H -5.61164 -2.18261 -0.30801
H -8.32457 -0.62217 -2.87073
H -8.47860 -0.82162 -1.05520
H -8.88876 -2.09946 -2.19729
H -8.22720 -2.19611 -4.52503
H -7.86534 -3.56385 -5.52620
H -8.17151 -3.81532 -3.75626
H -5.68389 -4.57493 -5.55223
H -4.48185 -4.01775 -4.35088
H -5.92053 -5.04883 -3.92133
H -6.19922 0.91055 -2.33653
H -4.59437 0.68139 -2.88553
H -5.77731 1.76609 -3.84108
H -7.29280 0.25086 -5.49884
H -6.54013 -1.14349 -5.88904
H -5.44051 0.25891 -5.86493
C 5.78013 -5.56337 0.57778
N 5.11194 -4.78383 1.66145
C 5.03971 -5.41664 2.94912
P 4.73091 -3.18236 1.26411
O 4.82429 -2.84937 -0.18261
N 3.22413 -2.86460 1.90178
C 2.63509 -1.55826 1.63861
C 2.28270 -3.89412 2.28931
N 5.80981 -2.30265 2.22816
C 5.87944 -2.29487 3.67518
C 6.91998 -1.63465 1.59284
H 6.77726 -5.12726 0.52186
H 5.23315 -5.44269 -0.35220
H 5.84179 -6.62078 0.82425
H 4.55016 -4.77229 3.67823
H 6.04559 -5.52077 3.38949
H 4.61608 -6.41811 2.85614
H 3.41765 -0.79717 1.68431
H 2.19341 -1.41393 0.64706
H 1.86780 -1.28506 2.36227
H 2.15597 -4.70242 1.56205
H 2.52481 -4.30533 3.27310
H 1.24830 -3.56312 2.40955
H 4.92827 -2.53871 4.14793
H 6.63069 -3.01529 4.02199
H 6.19360 -1.30871 4.02296
H 7.27445 -2.17888 0.71119
H 7.80827 -1.53031 2.21992
H 6.70989 -0.62565 1.21822
*
```

---

# 2
The following is a quantum chemistry calculation of a structure of composition C34H47N5ORh, from OMol25.

- strongest force on any atom (eV/Å) = 1.6
- E (eV) = -48519.54093

```
! wB97M-V def2-TZVPD RIJCOSX def2/J DEFGRID3
* xyz 1 5
Rh -0.59420 -0.05410 -0.43550
N 0.11850 1.33350 1.52950
C 1.28180 0.75910 2.10820
C 1.68450 1.04590 3.39580
C 2.85490 0.48850 3.91220
C 3.63310 -0.34080 3.14560
C 3.24050 -0.68470 1.83890
C 3.98630 -1.54350 1.00200
C 3.53030 -1.80950 -0.26840
C 2.33650 -1.23550 -0.69220
N 1.60820 -0.43120 0.06660
C 2.04380 -0.13000 1.31290
H 0.38140 1.97880 0.78050
H -0.40800 1.84240 2.23360
H 1.11040 1.72790 4.00730
H 3.15920 0.73130 4.91810
H 4.55910 -0.74210 3.52660
H 4.90990 -1.97150 1.36070
H 4.08250 -2.44370 -0.94430
H 1.97310 -1.39880 -1.69730
C -5.39220 -0.18070 1.37610
N -4.09540 -0.40190 0.73280
C -4.22490 -1.29300 -0.43000
C -3.03800 -0.82910 1.72820
C -2.28530 -2.06010 1.30800
C -2.67710 -3.29460 1.81660
C -1.99410 -4.44180 1.46640
C -0.89970 -4.34590 0.62350
C -0.51020 -3.11490 0.12060
C -1.19960 -1.94480 0.43100
H -6.12220 0.17860 0.65140
H -5.29940 0.55090 2.17620
H -5.76070 -1.11710 1.79650
H -3.70260 0.49030 0.33090
H -4.45750 -2.30890 -0.11750
H -3.27560 -1.29830 -0.96920
H -5.00540 -0.91790 -1.09060
H -3.52000 -0.99520 2.69190
H -2.32730 0.00070 1.81400
H -3.51190 -3.35610 2.50070
H -2.30590 -5.39910 1.85320
H -0.34510 -5.23480 0.36180
H 0.35520 -3.07090 -0.52640
C -0.09240 2.90440 -2.34790
C 0.97020 2.26930 -3.24050
C 2.13270 1.75010 -2.39740
C 0.42750 1.17710 -4.13780
C 0.58750 1.35570 -5.49370
C 0.18160 0.40780 -6.41920
C -0.34080 -0.79110 -5.96020
C -0.51540 -1.05250 -4.61930
C -0.96550 -2.43840 -4.22680
C 0.21770 -3.18960 -3.61260
C -2.16510 -2.47890 -3.28330
C -0.19220 -0.03690 -3.63330
N -0.46370 -0.21820 -2.37960
H 0.33080 3.73280 -1.78300
H -0.47580 2.14630 -1.65620
H -0.90370 3.28180 -2.96210
H 1.35590 3.05350 -3.90210
H 1.74720 1.06160 -1.64920
H 2.64120 2.56940 -1.89160
H 2.85110 1.22250 -3.02100
H 1.04290 2.27050 -5.84890
H 0.28980 0.59400 -7.47550
H -0.60780 -1.54680 -6.68480
H -1.24490 -2.95410 -5.14990
H 0.51860 -2.69630 -2.69360
H 1.05770 -3.19690 -4.30320
H -0.05970 -4.21540 -3.38570
H -1.85750 -2.11580 -2.30530
H -2.52020 -3.50120 -3.17870
H -2.98330 -1.86850 -3.65950
C -2.89770 4.21800 0.33790
N -3.14550 3.66090 -0.97590
C -3.46600 4.62200 -2.00500
C -3.02790 2.34910 -1.18920
C -3.33600 1.78990 -2.54970
O -2.68700 1.58750 -0.25440
H -3.81410 4.66930 0.72570
H -2.11650 4.97820 0.28930
H -2.58050 3.41970 1.00530
H -3.88040 5.51150 -1.53510
H -4.20310 4.22360 -2.69550
H -2.56930 4.91240 -2.55850
H -4.40990 1.77300 -2.73210
H -2.94420 0.77370 -2.58780
H -2.87210 2.36620 -3.34390
*
```

---

# 3
The following is a quantum chemistry calculation of a structure of composition C34H34AsCl2FeN5O6P2S2, from OMol25.

- energy above the lowest of the compared OMol25 structures with the same formula, charge and spin (kJ/mol) = 0.0
- strongest force on any atom (eV/Å) = 0.5
- E (eV) = -216072.07311

```
! wB97M-V def2-TZVPD RIJCOSX def2/J DEFGRID3
* xyz -2 5
Fe 0.53648 0.27529 0.68925
C -3.57457 -0.16814 4.36434
S -3.78086 1.07752 3.07328
C -2.24850 0.92887 2.18058
S -0.86363 0.31009 2.93093
N -2.38622 1.43963 0.97844
N -1.23737 1.40203 0.24325
C -1.26485 2.07021 -0.84731
C -0.05723 2.14272 -1.67664
C 0.02532 3.02769 -2.74439
C 1.20478 3.08367 -3.46813
C 2.25790 2.26200 -3.10027
C 2.08900 1.41303 -2.01368
N 0.95895 1.34726 -1.32767
H -4.55642 -0.27720 4.82755
H -2.84796 0.15726 5.10524
H -3.25333 -1.11356 3.92829
H -2.15579 2.63291 -1.11822
H -0.82873 3.64187 -3.00004
H 1.29707 3.75571 -4.31248
H 3.19904 2.27507 -3.63258
H 2.88917 0.76956 -1.66522
N 0.62522 -2.63441 2.45257
C -0.01906 -3.60783 1.49574
C 0.16135 -5.01214 2.04739
P -1.81920 -3.11899 1.49280
O -2.48939 -4.44184 0.79838
O -2.16232 -3.08031 2.94612
O -2.04075 -1.97112 0.56659
P 0.90884 -3.33142 -0.07748
O -0.10566 -3.98318 -1.17051
O 2.14694 -4.14504 -0.04939
O 0.96724 -1.83850 -0.23337
H 0.05345 -2.55982 3.30095
H 0.67569 -1.68770 2.03567
H 1.59792 -2.87848 2.65532
H -0.33313 -5.11155 3.01654
H 1.22336 -5.25403 2.12576
H -0.29398 -5.71940 1.35607
H -3.03643 -4.14433 0.05919
H -0.94934 -3.50517 -1.14148
Cl 3.66849 -1.80348 3.10544
C 4.32927 -0.33376 2.39516
C 5.68116 -0.13795 2.54385
C 6.30525 1.01342 2.06295
C 5.49309 1.97109 1.45219
C 4.14272 1.76598 1.30912
Cl 3.20793 3.07683 0.59954
C 3.41052 0.56359 1.71231
N 2.16006 0.35818 1.52079
H 6.25989 -0.90020 3.05322
H 7.37213 1.16042 2.16499
H 5.91951 2.90068 1.09149
C -2.21409 2.20694 -5.90744
C -3.05343 1.79822 -4.87890
C -2.64437 0.80825 -3.99734
C -1.40137 0.18802 -4.12696
C -0.56282 0.62435 -5.15003
C -0.96481 1.61834 -6.03381
As -0.79427 -1.07311 -2.70580
C -2.25249 -2.38935 -2.90019
C -2.13862 -3.64747 -3.48270
C -3.20854 -4.53639 -3.46853
C -4.40316 -4.18473 -2.85979
C -4.51223 -2.94937 -2.23099
C -3.43934 -2.07204 -2.23476
C 0.61362 -1.92601 -3.77172
C 0.42598 -2.40284 -5.06889
C 1.47899 -2.96602 -5.77291
C 2.73817 -3.05119 -5.18813
C 2.93559 -2.57063 -3.90368
C 1.87764 -2.00958 -3.19646
H -2.53025 2.97903 -6.59878
H -4.02707 2.25775 -4.75490
H -3.30697 0.52853 -3.18656
H 0.42717 0.19908 -5.25572
H -0.28984 1.93894 -6.81928
H -1.20140 -3.96077 -3.92241
H -3.09308 -5.51557 -3.91740
H -5.23339 -4.88052 -2.84262
H -5.41879 -2.68453 -1.70062
H -3.50053 -1.16136 -1.65023
H -0.54618 -2.31516 -5.54120
H 1.31774 -3.34015 -6.77752
H 3.55945 -3.50218 -5.73279
H 3.90736 -2.64663 -3.43259
H 2.01793 -1.68148 -2.17225
*
```

---

What is the E in the third record? -216072.07311 eV